DFT (the ωB97M-V functional and the def2-TZVPD basis) results for 2 unconnected molecules or ions with the total composition C4H10S2.

Geometry as XYZ:
```
16
Properties=species:S:1:pos:R:3:nbo_charge:R:1
C -0.553 -2.529 0.706 -0.39
C -0.411 -2.769 -0.578 -0.38
H 0.299 -2.628 1.368 0.19
H -1.475 -2.191 1.150 0.20
H 0.520 -3.054 -1.040 0.19
H -1.273 -2.702 -1.224 0.19
C 0.450 0.914 1.391 -0.62
C 0.382 1.203 -0.097 -0.53
S 0.142 2.977 -0.410 -0.29
S 0.085 2.725 -2.642 -0.62
H -0.319 1.428 1.964 0.21
H 1.394 1.258 1.817 0.20
H 0.381 -0.164 1.564 0.18
H -0.470 0.682 -0.538 0.19
H 1.314 0.930 -0.589 0.19
H -0.467 3.920 -2.841 0.10
```

As for the HOMO energy (alpha / beta): -0.005 / -0.102 hartree. Its total energy is -954.724810 hartree. The LUMO energy (alpha / beta) comes out at 3.6 / 3.5 eV. The charge is -1. Its expectation value of S² is 0.75. Its spin multiplicity is 2. The value obtained for the HOMO-LUMO gap (alpha / beta) is 3.691 / 6.284 eV.

DFT (the ωB97M-V functional and the def2-TZVPD basis) results for a molecular structure, C4H10S2.

Geometry as XYZ:
```
16
Properties=species:S:1:pos:R:3:nbo_charge:R:1
C 2.740 -1.246 0.281 -0.40
C 2.185 -1.573 -1.068 -0.36
S 0.741 1.296 0.145 -0.55
S -0.915 0.373 1.076 0.03
C -1.834 -0.574 -0.212 -0.53
C -2.671 0.241 -1.181 -0.64
H 1.725 -0.676 -0.198 0.36
H 2.956 -2.219 0.822 0.26
H 3.599 -0.597 0.472 0.26
H 1.624 -2.495 -1.151 0.24
H 2.569 -0.947 -1.910 0.26
H -2.432 -1.201 0.478 0.22
H -1.108 -1.192 -0.775 0.19
H -2.068 0.704 -1.990 0.22
H -3.510 -0.277 -1.675 0.21
H -3.095 1.101 -0.535 0.22
```

As for the HOMO energy: -0.246 hartree. Its total energy is -954.576045 hartree. The LUMO energy comes out at -1.9 eV. The value obtained for the HOMO-LUMO gap is 4.765 eV.

DFT (the ωB97M-V functional and the def2-TZVPD basis) results for 2 unconnected molecules or ions with the total composition C4H10S2.

Geometry as XYZ:
```
16
Properties=species:S:1:pos:R:3:nbo_charge:R:1
C -1.969 -0.145 -1.121 -0.44
C -1.013 0.680 -0.684 -0.15
C -0.907 1.047 0.774 -0.66
H -1.811 -0.577 -2.104 0.20
H -2.923 -0.215 -0.628 0.20
H -0.452 1.285 -1.386 0.20
H -0.149 0.384 1.193 0.22
H -1.853 0.881 1.292 0.22
H -0.481 2.040 0.921 0.21
C 1.312 -1.644 0.592 -0.76
S 1.776 -0.796 -0.937 0.11
S 2.854 0.809 -0.196 -0.14
H 0.238 -1.842 0.611 0.23
H 1.796 -2.623 0.626 0.22
H 1.635 -1.068 1.448 0.24
H 1.947 1.783 -0.400 0.12
```

As for the HOMO energy: -0.318 hartree. Its total energy is -954.717644 hartree. The LUMO energy comes out at 0.5 eV. The value obtained for the HOMO-LUMO gap is 9.156 eV.

Please write out number 3 again, unchanged.
DFT (the ωB97M-V functional and the def2-TZVPD basis) results for 2 unconnected molecules or ions with the total composition C4H10S2.

Geometry as XYZ:
```
16
Properties=species:S:1:pos:R:3:nbo_charge:R:1
C -1.969 -0.145 -1.121 -0.44
C -1.013 0.680 -0.684 -0.15
C -0.907 1.047 0.774 -0.66
H -1.811 -0.577 -2.104 0.20
H -2.923 -0.215 -0.628 0.20
H -0.452 1.285 -1.386 0.20
H -0.149 0.384 1.193 0.22
H -1.853 0.881 1.292 0.22
H -0.481 2.040 0.921 0.21
C 1.312 -1.644 0.592 -0.76
S 1.776 -0.796 -0.937 0.11
S 2.854 0.809 -0.196 -0.14
H 0.238 -1.842 0.611 0.23
H 1.796 -2.623 0.626 0.22
H 1.635 -1.068 1.448 0.24
H 1.947 1.783 -0.400 0.12
```

As for the HOMO energy: -0.318 hartree. Its total energy is -954.717644 hartree. The LUMO energy comes out at 0.5 eV. The value obtained for the HOMO-LUMO gap is 9.156 eV.

Number 3 is which compound?
C4H10S2

Copy entry 2 word for word.
DFT (the ωB97M-V functional and the def2-TZVPD basis) results for a molecular structure, C4H10S2.

Geometry as XYZ:
```
16
Properties=species:S:1:pos:R:3:nbo_charge:R:1
C 2.740 -1.246 0.281 -0.40
C 2.185 -1.573 -1.068 -0.36
S 0.741 1.296 0.145 -0.55
S -0.915 0.373 1.076 0.03
C -1.834 -0.574 -0.212 -0.53
C -2.671 0.241 -1.181 -0.64
H 1.725 -0.676 -0.198 0.36
H 2.956 -2.219 0.822 0.26
H 3.599 -0.597 0.472 0.26
H 1.624 -2.495 -1.151 0.24
H 2.569 -0.947 -1.910 0.26
H -2.432 -1.201 0.478 0.22
H -1.108 -1.192 -0.775 0.19
H -2.068 0.704 -1.990 0.22
H -3.510 -0.277 -1.675 0.21
H -3.095 1.101 -0.535 0.22
```

As for the HOMO energy: -0.246 hartree. Its total energy is -954.576045 hartree. The LUMO energy comes out at -1.9 eV. The value obtained for the HOMO-LUMO gap is 4.765 eV.